183
Properties=species:S:1:pos:R:3 method="wB97M-V/def2-TZVPD" lumo_ev=0.3818 de_lowest_kcal_mol=76.2 total_charge=0 gap_ev=9.05 mol_weight_g_mol=988.4
C -6.83 -29.10 -29.87
O -8.05 -29.80 -29.85
C -8.90 -29.81 -31.02
C -10.18 -30.64 -30.72
C -11.05 -30.58 -31.95
N -10.85 -29.90 -29.65
H -6.33 -29.32 -30.82
H -6.17 -29.31 -29.03
H -6.96 -28.02 -29.78
H -9.11 -28.75 -31.18
H -8.34 -30.21 -31.86
H -9.83 -31.62 -30.40
H -10.86 -31.35 -32.70
H -10.91 -29.67 -32.54
H -12.12 -30.60 -31.78
H -10.88 -28.93 -29.92
H -10.16 -29.80 -28.91
C -7.15 -26.59 -21.00
O -7.58 -26.30 -19.67
C -6.46 -26.18 -18.77
C -6.94 -26.03 -17.27
C -7.95 -24.92 -17.01
N -5.83 -25.79 -16.40
H -8.04 -26.66 -21.62
H -6.76 -27.61 -20.95
H -6.28 -26.06 -21.38
H -5.78 -27.03 -18.81
H -5.86 -25.28 -18.91
H -7.40 -27.00 -17.09
H -8.09 -24.82 -15.93
H -8.89 -25.08 -17.52
H -7.63 -23.93 -17.35
H -6.13 -26.11 -15.49
H -5.06 -26.41 -16.60
C -4.28 -31.18 -28.19
O -5.48 -31.87 -28.34
C -5.21 -32.85 -29.30
C -6.46 -33.79 -29.42
C -6.27 -35.00 -30.30
N -7.54 -32.96 -29.92
H -3.87 -30.71 -29.08
H -3.44 -31.75 -27.78
H -4.49 -30.34 -27.54
H -5.05 -32.36 -30.26
H -4.36 -33.45 -28.98
H -6.72 -34.08 -28.40
H -7.02 -35.79 -30.21
H -5.31 -35.49 -30.17
H -6.29 -34.72 -31.35
H -8.43 -33.27 -29.56
H -7.38 -32.10 -29.41
C 0.49 -24.31 -21.15
O 0.73 -25.39 -22.08
C -0.42 -25.94 -22.79
C 0.09 -27.13 -23.57
C -0.90 -27.63 -24.61
N 0.25 -28.22 -22.63
H -0.15 -24.64 -20.34
H -0.11 -23.52 -21.60
H 1.42 -23.93 -20.71
H -1.17 -26.16 -22.03
H -0.89 -25.14 -23.36
H 1.06 -26.97 -24.05
H -1.77 -27.91 -24.02
H -0.44 -28.38 -25.26
H -1.26 -26.82 -25.24
H -0.66 -28.65 -22.51
H 0.73 -28.98 -23.10
C -10.14 -33.90 -25.64
O -9.42 -32.73 -25.42
C -8.64 -32.19 -26.45
C -8.12 -30.85 -25.93
C -9.19 -29.84 -25.61
N -7.23 -30.10 -26.89
H -10.48 -34.28 -24.68
H -9.47 -34.63 -26.10
H -10.90 -33.72 -26.41
H -7.81 -32.80 -26.83
H -9.32 -32.00 -27.28
H -7.51 -30.99 -25.04
H -9.66 -29.48 -26.53
H -8.78 -28.96 -25.12
H -10.06 -30.11 -25.02
H -7.74 -29.92 -27.75
H -6.53 -30.76 -27.17
C -2.00 -28.07 -27.99
O -0.78 -27.37 -28.24
C -0.93 -25.93 -28.26
C 0.38 -25.32 -28.76
C 1.43 -25.58 -27.70
N 0.25 -23.86 -28.90
H -2.49 -27.69 -27.10
H -1.55 -29.05 -27.86
H -2.67 -28.05 -28.86
H -1.72 -25.62 -28.94
H -1.09 -25.64 -27.22
H 0.70 -25.71 -29.73
H 2.38 -25.15 -27.99
H 1.60 -26.63 -27.46
H 1.12 -25.05 -26.79
H 0.97 -23.61 -29.57
H 0.40 -23.38 -28.02
C -7.43 -35.24 -22.10
O -6.97 -34.11 -22.74
C -5.60 -33.88 -22.31
C -5.04 -32.73 -23.19
C -4.80 -33.05 -24.67
N -3.78 -32.19 -22.77
H -6.92 -36.08 -22.58
H -8.52 -35.34 -22.18
H -7.15 -35.27 -21.05
H -5.57 -33.56 -21.27
H -4.98 -34.78 -22.27
H -5.76 -31.94 -22.94
H -3.94 -33.71 -24.79
H -4.74 -32.12 -25.24
H -5.58 -33.69 -25.08
H -3.16 -32.98 -22.71
H -3.87 -32.00 -21.78
C -1.51 -31.27 -24.79
O -0.48 -31.27 -25.79
C -0.39 -32.43 -26.56
C 0.64 -32.30 -27.78
C 0.30 -31.18 -28.68
N 0.71 -33.47 -28.65
H -1.31 -32.15 -24.18
H -2.51 -31.32 -25.23
H -1.53 -30.34 -24.22
H -0.14 -33.23 -25.86
H -1.40 -32.67 -26.90
H 1.64 -32.11 -27.38
H -0.62 -31.19 -29.26
H 1.16 -31.09 -29.35
H 0.46 -30.25 -28.14
H -0.22 -33.73 -28.98
H 0.88 -34.22 -27.99
C -4.21 -20.99 -25.77
O -4.22 -22.30 -26.23
C -5.14 -23.05 -25.52
C -5.40 -24.41 -26.25
C -4.14 -25.12 -26.67
N -6.18 -24.25 -27.49
H -3.40 -20.32 -26.06
H -4.20 -20.94 -24.68
H -5.12 -20.48 -26.07
H -4.72 -23.13 -24.52
H -6.14 -22.65 -25.40
H -5.95 -25.08 -25.60
H -4.32 -26.09 -27.12
H -3.51 -25.27 -25.80
H -3.56 -24.56 -27.40
H -6.83 -23.50 -27.30
H -5.57 -23.81 -28.17
O -6.64 -26.68 -23.95
C -5.30 -27.19 -23.80
C -4.96 -28.43 -24.76
O -5.43 -28.19 -26.05
H -6.89 -26.70 -24.88
H -4.54 -26.45 -24.05
H -5.18 -27.52 -22.76
H -5.42 -29.36 -24.41
H -3.90 -28.66 -24.80
H -6.08 -28.87 -26.23
O -4.87 -30.27 -20.72
C -4.12 -29.10 -20.37
C -2.59 -29.24 -20.50
O -2.37 -29.57 -21.88
H -5.80 -30.12 -20.57
H -4.57 -28.31 -20.97
H -4.30 -28.85 -19.32
H -2.27 -30.05 -19.84
H -2.14 -28.29 -20.18
H -3.08 -30.15 -22.16
O -7.80 -26.30 -26.75
C -9.06 -26.40 -27.39
C -9.88 -25.20 -27.03
O -10.92 -24.84 -27.93
H -7.25 -25.65 -27.20
H -8.96 -26.67 -28.44
H -9.52 -27.31 -27.01
H -9.15 -24.39 -27.11
H -10.29 -25.30 -26.03
H -11.43 -24.24 -27.39

=====

126
Properties=species:S:1:pos:R:3 method="wB97M-V/def2-TZVPD" lumo_ev=-6.8525 de_lowest_kcal_mol=469.3 total_charge=+1 gap_ev=3.55 mol_weight_g_mol=915.9
Y 2.05 0.29 4.09
S 0.20 0.42 0.34
O 0.19 1.54 -0.57
O -0.47 -0.75 -0.16
O 1.54 0.04 0.74
O -0.26 0.86 1.66
C -0.01 -5.92 4.26
C 0.18 -4.91 3.09
O 0.50 -3.77 3.47
N -0.27 -5.16 1.87
C -0.55 -6.46 1.25
H -0.83 -5.74 4.96
H 0.84 -5.91 4.94
H -0.12 -6.95 3.92
H -0.30 -4.36 1.25
H -0.28 -7.36 1.79
H 0.16 -6.49 0.42
H -1.53 -6.63 0.81
C -4.73 2.40 -2.61
C -6.01 2.29 -3.41
O -6.09 2.33 -4.61
N -7.07 1.92 -2.70
C -8.38 1.56 -3.28
H -4.32 3.40 -2.76
H -4.00 1.76 -3.11
H -4.77 2.10 -1.56
H -6.91 1.96 -1.70
H -8.26 1.16 -4.29
H -9.09 2.39 -3.32
H -8.85 0.78 -2.68
C -0.19 6.64 -2.48
C 0.33 6.26 -3.89
O 0.56 7.11 -4.69
N 0.60 5.01 -4.08
C 1.26 4.45 -5.27
H -1.12 7.21 -2.45
H 0.54 7.28 -1.99
H -0.36 5.74 -1.87
H 0.52 4.41 -3.27
H 2.15 5.03 -5.48
H 0.65 4.45 -6.17
H 1.49 3.44 -4.95
C 5.66 -4.57 2.99
C 6.17 -3.22 3.48
O 5.38 -2.33 3.80
N 7.48 -3.05 3.62
C 8.10 -1.88 4.18
H 5.03 -4.50 2.10
H 5.14 -5.15 3.75
H 6.54 -5.15 2.73
H 8.17 -3.76 3.43
H 8.35 -1.25 3.32
H 9.02 -2.20 4.68
H 7.51 -1.40 4.96
C -3.57 -1.73 7.25
C -3.14 -0.96 6.09
O -1.99 -0.53 6.02
N -3.97 -0.73 5.05
C -5.43 -0.92 5.00
H -3.08 -2.71 7.25
H -4.64 -1.95 7.33
H -3.32 -1.16 8.15
H -3.48 -0.15 4.37
H -5.97 -0.16 5.56
H -5.63 -1.95 5.30
H -5.68 -0.80 3.94
C -1.66 -1.04 -6.73
C -1.62 -2.58 -6.60
O -1.80 -3.32 -7.50
N -1.38 -3.06 -5.38
C -1.38 -4.51 -5.05
H -1.05 -0.74 -7.58
H -1.21 -0.45 -5.93
H -2.71 -0.76 -6.82
H -1.21 -2.38 -4.65
H -0.39 -4.96 -5.10
H -1.95 -5.14 -5.74
H -1.78 -4.62 -4.04
C -6.73 -3.20 -4.63
C -7.01 -4.27 -3.59
O -7.46 -5.35 -3.98
N -6.68 -4.13 -2.30
C -6.18 -2.92 -1.58
H -6.21 -3.59 -5.51
H -6.09 -2.43 -4.20
H -7.68 -2.74 -4.90
H -6.80 -4.97 -1.75
H -7.02 -2.25 -1.37
H -5.38 -2.41 -2.11
H -5.71 -3.14 -0.62
C 6.67 -0.94 -1.65
C 5.99 -1.29 -2.94
O 6.68 -1.49 -3.91
N 4.67 -1.43 -2.93
C 3.81 -1.74 -4.08
H 5.93 -0.68 -0.89
H 7.27 -0.05 -1.84
H 7.36 -1.75 -1.39
H 4.17 -1.09 -2.12
H 4.38 -2.02 -4.97
H 3.18 -0.87 -4.24
H 3.20 -2.64 -3.96
C -1.20 5.11 5.74
C 0.03 5.29 4.84
O 0.78 4.33 4.74
N 0.25 6.47 4.30
C 1.37 6.72 3.31
H -1.85 5.97 5.56
H -1.03 5.09 6.82
H -1.86 4.25 5.65
H -0.13 7.32 4.67
H 1.33 7.76 2.98
H 1.36 6.11 2.41
H 2.18 6.51 4.01
C 6.79 4.19 3.15
C 5.84 3.67 2.11
O 5.01 2.84 2.46
N 5.97 4.11 0.91
C 5.07 3.95 -0.25
H 6.43 5.07 3.67
H 7.67 4.66 2.72
H 7.11 3.37 3.79
H 6.68 4.80 0.72
H 5.58 3.68 -1.17
H 4.49 4.85 -0.43
H 4.28 3.22 -0.08

=====

11
Properties=species:S:1:pos:R:3 method="wB97M-V/def2-TZVPD" lumo_ev=0.8400 de_lowest_kcal_mol=24.3 total_charge=0 gap_ev=10.30 mol_weight_g_mol=83.1
C -1.70 0.05 0.01
C -0.24 -0.24 0.06
C 0.77 0.64 -0.16
N 1.91 -0.07 -0.01
N 1.61 -1.36 0.31
N 0.32 -1.45 0.35
H -2.23 -0.62 -0.67
H -1.84 1.07 -0.35
H -2.17 -0.02 1.00
H 0.75 1.69 -0.41
H 2.83 0.35 -0.12

=====

18
Properties=species:S:1:pos:R:3 method="wB97M-V/def2-TZVPD" lumo_ev="-0.2923 / -0.2918" de_lowest_kcal_mol=101.6 total_charge=0 gap_ev="7.75 / 7.74" mol_weight_g_mol=116.3
C -0.69 -1.27 -0.09
C -1.54 -0.23 -0.12
C -2.99 -0.49 0.16
C -1.18 1.22 -0.09
Si 3.09 0.76 0.30
Si 2.19 -1.15 -0.53
H -0.96 -2.30 -0.16
H -2.89 -0.63 1.32
H -3.74 0.26 -0.04
H -3.40 -1.51 -0.12
H -1.42 1.81 0.80
H -1.77 1.69 -0.90
H -0.25 1.42 -0.35
H 3.41 0.27 1.59
H 4.33 1.14 -0.39
H 2.22 2.00 0.49
H 2.09 -1.44 -1.92
H 2.47 -2.47 0.03

=====

12
Properties=species:S:1:pos:R:3 method="wB97M-V/def2-TZVPD" lumo_ev=1.0478 de_lowest_kcal_mol=31.4 total_charge=0 gap_ev=10.51 mol_weight_g_mol=82.1
O -1.42 -1.38 1.21
C -0.90 -0.77 0.32
C 0.47 -1.14 -0.35
C 1.19 0.06 0.15
C 0.40 1.14 0.22
C -0.98 0.88 -0.25
H 0.27 -1.20 -1.43
H 0.94 -2.08 -0.04
H 2.13 -0.03 0.67
H 0.63 2.02 0.82
H -1.65 1.71 0.03
H -1.07 0.79 -1.34

=====

64
Properties=species:S:1:pos:R:3 method="wB97M-V/def2-TZVPD" lumo_ev="-0.1346 / -0.1720" de_lowest_kcal_mol=0.0 total_charge=0 gap_ev="7.54 / 7.20" mol_weight_g_mol=619.7 spin_multiplicity=2
Ru -1.13 -0.92 -0.56
C -7.33 -2.59 0.93
C -6.04 -1.84 1.18
O -4.98 -2.48 0.44
P -3.95 -1.58 -0.38
S -2.63 -2.70 -1.31
S -2.96 -0.27 0.75
O -4.89 -0.72 -1.36
C -5.53 -1.38 -2.47
C -6.71 -0.54 -2.89
H -8.13 -2.18 1.54
H -7.21 -3.65 1.18
H -7.62 -2.52 -0.12
H -5.76 -1.87 2.23
H -6.13 -0.80 0.87
H -5.85 -2.39 -2.17
H -4.80 -1.49 -3.27
H -7.47 -0.51 -2.11
H -7.15 -0.95 -3.80
H -6.38 0.48 -3.10
C 6.07 1.04 0.93
C 5.44 1.63 -0.33
C 5.76 3.10 -0.54
C 5.16 3.95 0.58
C 3.70 3.64 0.76
C 2.86 4.55 1.35
C 1.50 4.26 1.51
F 0.72 5.19 2.09
C 0.96 3.09 1.08
C 1.80 2.14 0.47
C 1.22 0.88 -0.01
O 0.01 0.66 0.20
C 2.12 -0.02 -0.65
C 3.44 0.31 -0.72
N 3.97 1.46 -0.28
C 3.16 2.41 0.32
C 1.71 -1.35 -1.27
O 2.58 -2.23 -1.31
O 0.54 -1.43 -1.75
H 7.15 1.20 0.93
H 5.88 -0.03 0.99
H 5.65 1.50 1.83
H 5.78 1.07 -1.19
H 5.35 3.42 -1.50
H 6.84 3.23 -0.59
H 5.29 5.01 0.36
H 5.70 3.76 1.51
H 3.23 5.51 1.70
H -0.09 2.87 1.19
H 4.13 -0.41 -1.15
C -1.67 0.24 -2.13
H -2.66 0.00 -2.51
H -0.90 0.06 -2.89
H -1.64 1.29 -1.81
C 1.07 -1.97 2.34
C 0.73 -3.02 1.33
C 1.51 -4.30 1.35
O -0.11 -2.84 0.47
H 0.89 -2.36 3.35
H 0.48 -1.07 2.18
H 2.14 -1.74 2.27
H 1.89 -4.54 2.35
H 2.36 -4.14 0.68
H 0.91 -5.11 0.96